No. 1
This record from OMol25 describes C23H34BN14Ru as an isolated structure. The level of theory is ωB97M-V/def2-TZVPD.

```
73
Properties=species:S:1:pos:R:3:lowdin_spin:R:1
Ru -0.0363 -0.3070 -0.3047 3.491
C -0.3559 -4.8527 0.0785 0.005
C 0.1101 -3.7464 -0.6234 0.012
N -0.3417 -2.6126 -0.0762 0.066
N -1.1072 -2.9754 0.9736 0.005
C -1.1286 -4.3127 1.0871 0.012
B -1.8349 -1.9929 1.9058 0.022
N -0.7985 -1.1016 2.6317 0.283
C -0.8217 -0.7462 3.9556 -0.007
C 0.1214 0.1832 4.1997 0.165
C 0.8192 0.4268 2.8900 0.069
N 0.1617 -0.4556 1.9729 0.427
N -2.7300 -1.0295 1.0910 0.012
C -4.0708 -0.9876 1.0890 0.013
C -4.4730 0.1422 0.4014 0.006
C -3.2810 0.7502 0.0179 0.016
N -2.2300 0.0404 0.4393 0.080
H -0.1665 -5.8921 -0.1232 0.000
H 0.7451 -3.7536 -1.4935 0.000
H -1.6983 -4.7919 1.8657 0.001
H -2.4884 -2.5905 2.6982 0.000
H -1.5312 -1.2031 4.6265 -0.004
H 0.3874 0.6380 5.1386 0.009
H 1.8886 0.1897 2.9602 0.030
H -4.6528 -1.7543 1.5736 0.001
H -5.4766 0.4818 0.2151 0.001
H -3.1552 1.6794 -0.5135 0.000
N 2.6049 -1.8376 -1.6470 0.008
C 3.3016 -0.9751 -0.8892 0.004
N 4.6104 -1.1122 -0.8988 0.002
C 5.3021 -0.2598 -0.1421 0.001
N 6.6203 -0.3769 -0.0997 0.000
N 4.7318 0.7237 0.5827 0.004
C 3.4259 0.8017 0.5201 0.005
N 2.6131 -0.0129 -0.1919 0.058
C 2.8633 1.8384 1.4010 0.010
C 3.4445 2.2051 2.5554 -0.001
C 2.6673 2.8891 3.5709 0.003
C 1.3280 2.7546 3.5665 0.000
C 0.6987 1.9398 2.4651 0.042
N 1.5037 2.4056 1.2384 0.004
H 3.1196 -2.5927 -2.0719 0.000
H 1.6313 -1.9710 -1.4498 0.004
H 7.0735 -1.0993 -0.6336 0.000
H 7.1669 0.2603 0.4529 0.000
H 4.4604 1.8934 2.7533 0.000
H 3.1759 3.3920 4.3821 0.000
H 0.7052 3.1197 4.3718 0.001
H -0.3562 2.1272 2.3039 0.001
C -1.0943 3.5224 0.1659 0.005
N -0.3425 2.4260 -0.4719 0.049
C 1.0697 2.5555 -0.2164 0.010
C -0.5838 2.5556 -1.9289 0.001
C 0.0854 1.5679 -2.8740 0.004
N -0.2377 0.1437 -2.6926 0.041
C 0.4664 -0.5995 -3.7516 0.005
C -1.6803 -0.1184 -2.8787 0.007
H -0.7142 4.4983 -0.1648 0.002
H -1.0425 3.4853 1.2501 0.000
H -2.1449 3.4639 -0.1065 0.000
H 1.4462 3.5458 -0.5109 0.001
H 1.5881 1.8032 -0.7905 0.003
H 1.6385 3.3845 1.5231 0.001
H -0.2654 3.5542 -2.2602 0.000
H -1.6639 2.5121 -2.0644 0.000
H 1.1723 1.6706 -2.8347 0.000
H -0.2224 1.8885 -3.8785 0.001
H 0.1153 -0.2723 -4.7362 0.001
H 0.2560 -1.6646 -3.6588 0.000
H 1.5384 -0.4364 -3.6941 0.000
H -1.9909 0.1043 -3.9059 0.002
H -2.2815 0.4740 -2.2001 0.001
H -1.8763 -1.1717 -2.6789 0.001
```

LUMO energy (spin up / spin down) = -6.30 / -6.51 eV
E_tot = -1782.61912 Eh
Largest force on an atom = 0.0164 Eh/bohr
Charge = +2
E_HOMO (spin up / spin down) = -0.4598 / -0.5220 Ha
Energy relative to the best compared isomer or geometry (same formula, charge and spin) = 0.451 eV
2S+1 = 6
Frontier orbital gap (spin up / spin down) = 6.21 / 7.69 eV

No. 2
This record from OMol25 describes a 16-piece molecular cluster, C64H176N16O16 overall at a distorted geometry. The level of theory is ωB97M-V/def2-TZVPD.

```
272
Properties=species:S:1:pos:R:3:mulliken_charge:R:1
C 4.5420 0.7376 -2.8697 -1.532
C 3.2838 0.1198 -3.4292 1.595
C 3.5669 -0.7487 -4.6890 -1.221
O 2.4191 -1.3886 -5.1400 -0.335
C 1.4927 -0.4980 -5.8138 -0.769
N 2.7154 -0.6952 -2.4189 0.864
H 5.0806 1.3740 -3.5719 0.662
H 5.1723 -0.0297 -2.4203 -0.346
H 4.2373 1.3808 -2.0442 0.196
H 2.5400 0.8958 -3.6096 -0.295
H 4.3284 -1.4803 -4.4188 0.189
H 3.9546 -0.0609 -5.4405 0.495
H 0.9012 -1.0753 -6.5244 0.239
H 2.0741 0.2307 -6.3787 0.537
H 0.7859 -0.0028 -5.1480 0.163
H 2.0990 -1.2874 -2.9569 -0.394
H 3.3850 -1.4217 -2.2094 -0.167
C 6.8912 4.7388 -3.3833 -1.420
C 6.1913 5.7842 -2.4373 0.622
C 5.9228 5.2248 -0.9700 -0.945
O 4.9024 4.2189 -1.0158 0.420
C 4.8204 3.4582 0.1839 -0.496
N 7.1532 6.8880 -2.3599 -0.717
H 6.4985 3.7245 -3.3117 0.022
H 7.9783 4.6790 -3.3310 0.491
H 6.7692 5.0930 -4.4069 0.462
H 5.2571 5.9499 -2.9739 0.188
H 5.6744 6.0463 -0.2980 0.317
H 6.8965 4.7869 -0.7501 0.353
H 5.7182 2.9892 0.5864 0.425
H 4.1185 2.6621 -0.0647 -0.606
H 4.3338 3.9120 1.0472 -0.137
H 7.6846 6.6893 -1.5242 0.301
H 7.6532 6.6868 -3.2141 0.311
C -7.4057 -4.0995 1.2461 -0.707
C -7.1940 -5.2020 2.2658 0.420
C -5.7680 -5.7323 2.0886 -0.922
O -4.8440 -4.6357 2.3228 0.147
C -3.4724 -5.0673 2.1879 -1.217
N -7.2923 -4.6185 3.5778 -0.793
H -8.4191 -3.7009 1.2944 0.472
H -7.1114 -4.3708 0.2322 -0.159
H -6.6793 -3.3102 1.4393 0.047
H -7.8972 -6.0182 2.0999 0.397
H -5.6057 -6.1405 1.0910 0.328
H -5.4914 -6.5494 2.7548 0.441
H -3.4046 -5.7225 1.3195 0.640
H -3.2206 -5.6120 3.0979 0.491
H -2.7227 -4.3082 1.9647 0.010
H -6.3333 -4.4333 3.8347 0.264
H -7.6628 -3.6906 3.4296 0.336
C -0.5412 -2.6788 -2.9014 0.527
C -0.7575 -3.1551 -4.2858 1.081
C -0.5980 -4.7360 -4.3595 -1.006
O 0.7222 -4.9930 -4.9090 -0.468
C 0.6948 -4.9176 -6.3794 -0.691
N -2.1036 -2.6809 -4.7921 -0.382
H 0.3479 -3.1691 -2.5048 0.462
H -1.3852 -2.8774 -2.2407 -0.199
H -0.4020 -1.6018 -2.9955 -0.800
H 0.0684 -2.7137 -4.8437 -0.129
H -1.4215 -5.1031 -4.9720 0.438
H -0.7271 -5.0678 -3.3292 0.314
H -0.0526 -5.5810 -6.8147 0.331
H 1.5872 -5.3745 -6.8071 0.335
H 0.4443 -3.9481 -6.8101 0.193
H -2.3487 -1.8134 -4.3367 0.036
H -2.8429 -3.2500 -4.4053 -0.035
C 0.7214 5.3942 -3.6578 -1.805
C 0.7734 4.0271 -4.3040 1.121
C 2.0513 3.6297 -4.9433 -0.973
O 1.9781 2.5238 -5.8509 0.201
C 1.8408 2.8824 -7.2442 -1.001
N 0.4418 3.0274 -3.2456 0.300
H -0.1340 5.7610 -3.0905 0.339
H 0.7024 6.0697 -4.5131 0.504
H 1.5389 5.5954 -2.9655 0.172
H 0.1616 4.0592 -5.2056 0.251
H 2.8011 3.4065 -4.1844 -0.025
H 2.5159 4.4864 -5.4314 0.591
H 0.9987 3.5365 -7.4702 0.363
H 1.6638 1.9550 -7.7888 0.296
H 2.7502 3.2882 -7.6874 0.311
H 1.0721 3.0946 -2.4593 -0.172
H 0.6078 2.1490 -3.7156 -0.542
C 0.8635 1.5478 -0.4743 0.746
C 0.9756 0.6618 0.7647 0.259
C -0.0254 -0.4842 0.6620 1.473
O -1.3380 0.0648 1.0049 -0.410
C -2.3616 -0.9655 1.3311 0.912
N 2.4229 0.2035 0.8069 0.488
H -0.1322 1.9906 -0.4500 -0.691
H 0.9418 0.9227 -1.3638 -0.298
H 1.5086 2.4184 -0.3563 -0.204
H 0.6377 1.2243 1.6350 -0.621
H 0.2346 -1.1377 1.4947 -0.068
H 0.0777 -1.0680 -0.2527 -0.257
H -3.3500 -0.6547 0.9924 -1.103
H -2.4295 -1.1555 2.4022 -0.206
H -2.0098 -1.8952 0.8837 0.486
H 2.5428 -0.3211 -0.0479 -0.910
H 2.4194 -0.4988 1.5328 0.514
C 5.9875 -1.4216 -0.1800 -0.325
C 6.5944 -2.5913 -1.0074 0.547
C 8.0820 -2.9622 -0.7883 -0.956
O 8.8756 -1.7622 -0.9334 -0.339
C 8.9122 -1.1785 -2.1765 -0.462
N 5.7387 -3.8170 -0.8906 -0.623
H 4.9387 -1.2644 -0.4320 -0.327
H 6.4288 -0.5209 -0.6067 0.181
H 6.1233 -1.5813 0.8896 0.559
H 6.5309 -2.2572 -2.0429 -0.006
H 8.5056 -3.6782 -1.4925 0.417
H 8.2212 -3.3985 0.2008 0.355
H 9.4729 -0.2526 -2.0486 0.246
H 7.9188 -0.8823 -2.5134 0.059
H 9.3379 -1.8075 -2.9584 0.320
H 6.1897 -4.5062 -1.4751 0.279
H 4.8247 -3.7680 -1.3176 0.145
C -8.2574 0.3261 -2.0813 -1.586
C -6.7371 0.0061 -1.8258 0.224
C -6.3030 0.6179 -0.4401 0.350
O -5.9615 1.8798 -0.6584 -0.444
C -5.3125 2.5260 0.3706 -0.362
N -6.6141 -1.4048 -1.8035 -0.298
H -8.5726 1.2025 -1.5151 0.409
H -8.9730 -0.4659 -1.8605 0.329
H -8.3587 0.5661 -3.1397 0.400
H -6.0732 0.3262 -2.6289 0.143
H -5.3893 0.0845 -0.1782 -0.702
H -7.0677 0.5390 0.3326 0.654
H -5.9303 2.6384 1.2615 0.301
H -5.1621 3.5781 0.1286 0.304
H -4.3081 2.1043 0.3322 0.030
H -7.1412 -1.7143 -0.9995 0.124
H -7.0670 -1.8696 -2.5774 0.215
C 6.0036 5.2859 5.6286 -1.364
C 5.9140 4.6693 4.2494 0.515
C 5.6745 3.1214 4.3238 -0.525
O 5.2868 2.6325 3.0172 0.185
C 5.3443 1.2314 2.8727 -0.701
N 4.8871 5.3680 3.5804 -0.464
H 6.8363 5.0990 6.3066 0.393
H 5.1204 4.8978 6.1361 0.263
H 5.8613 6.3506 5.4434 0.322
H 6.8602 4.7076 3.7095 0.420
H 4.8634 2.9858 5.0391 -0.102
H 6.5021 2.6289 4.8344 0.543
H 4.8611 0.8577 3.7755 0.520
H 6.3786 0.9200 2.7265 0.371
H 4.6819 0.8082 2.1176 -0.274
H 4.0446 5.4113 4.1357 0.362
H 4.5740 4.7504 2.8452 -0.204
C -6.4146 -5.7134 -2.8864 -1.268
C -5.0535 -5.1119 -3.4934 0.937
C -3.6689 -5.3562 -2.7767 0.687
O -3.6973 -5.0192 -1.3671 -0.336
C -4.3045 -3.7265 -1.0283 1.389
N -4.8783 -5.3406 -4.9259 -0.485
H -6.5228 -5.4330 -1.8386 -0.128
H -6.4737 -6.8017 -2.8762 0.436
H -7.3027 -5.5936 -3.5069 0.388
H -5.3050 -4.0613 -3.3476 -0.228
H -2.9072 -4.7262 -3.2361 -1.240
H -3.3022 -6.3814 -2.8276 0.517
H -4.1185 -3.4425 0.0075 -0.510
H -5.3926 -3.6723 -1.0612 -0.315
H -4.0302 -2.8148 -1.5590 -0.504
H -5.6641 -4.9761 -5.4454 0.277
H -4.8010 -6.2957 -5.2451 0.250
C 2.0782 2.6782 3.8523 1.157
C 1.7118 2.9174 5.2821 0.210
C 1.3918 4.4001 5.7894 -1.118
O 2.5832 5.2279 5.6350 -0.177
C 2.1611 6.6100 5.6122 -0.953
N 0.6571 1.9686 5.7347 -0.497
H 2.5250 1.6947 3.7071 -0.376
H 2.8359 3.4273 3.6220 -0.527
H 1.2134 2.7052 3.1894 -0.095
H 2.6230 2.5778 5.7746 0.223
H 1.1821 4.3793 6.8588 0.363
H 0.5475 4.8086 5.2341 0.518
H 2.9705 7.3315 5.7232 0.286
H 1.5429 6.8869 6.4661 0.384
H 1.7103 6.8910 4.6603 0.307
H 0.9203 1.0148 5.5320 0.231
H 0.4524 2.0952 6.7156 0.250
C 0.2599 -1.5008 8.2462 -1.381
C -0.6113 -0.6907 7.2478 0.784
C -0.3708 -1.0819 5.7461 -0.089
O 0.9580 -0.7282 5.4643 -0.669
C 1.2239 -0.8824 4.0885 -0.298
N -2.0636 -0.8151 7.5613 -0.624
H 0.5537 -0.9138 9.1164 0.367
H 1.2228 -1.5551 7.7384 0.344
H -0.0325 -2.5447 8.3594 0.331
H -0.3460 0.3536 7.4127 -0.190
H -1.0798 -0.5820 5.0862 0.301
H -0.4284 -2.1474 5.5239 0.169
H 2.2977 -0.7200 4.1817 0.183
H 0.6987 -0.0643 3.5955 0.292
H 0.9985 -1.8440 3.6274 0.083
H -2.4546 -0.7093 6.6361 -0.069
H -2.3084 -1.7851 7.7000 0.416
C 0.3866 -5.5089 -0.1481 -1.354
C 1.2242 -4.3711 0.4266 1.773
C 1.3036 -4.6036 1.9526 -1.256
O 0.0968 -4.5021 2.5716 -0.015
C -0.0824 -4.8946 3.9026 -0.523
N 2.5660 -4.2806 -0.0941 -0.377
H 0.3193 -5.3458 -1.2237 0.388
H -0.6159 -5.5612 0.2766 0.043
H 0.8173 -6.4799 0.0967 0.416
H 0.8731 -3.3901 0.1068 -1.169
H 2.0520 -4.0251 2.4941 0.510
H 1.7219 -5.5976 2.1108 0.581
H 0.1439 -4.0244 4.5187 0.056
H 0.4794 -5.7956 4.1488 0.340
H -1.1553 -5.0033 4.0608 0.024
H 3.0740 -5.1219 0.1386 0.233
H 2.4351 -4.2319 -1.0944 0.332
C -1.5785 5.1656 2.0605 -1.491
C -1.2584 4.9645 0.5777 -0.207
C 0.2224 5.1459 0.3268 0.703
O 0.6915 6.4692 0.7285 -0.577
C 2.1020 6.7106 0.5132 -0.163
N -1.9204 3.6231 0.0912 -0.056
H -2.6654 5.1240 2.1312 0.345
H -1.1409 6.0619 2.5002 0.361
H -1.2329 4.2706 2.5777 0.193
H -1.7342 5.8209 0.1000 0.510
H 0.2303 5.1224 -0.7629 -0.176
H 0.8164 4.3275 0.7336 0.095
H 2.2609 6.3270 -0.4947 -0.005
H 2.7075 6.0433 1.1265 0.032
H 2.3350 7.7682 0.6365 0.376
H -2.0662 3.6842 -0.9063 0.418
H -1.1695 2.9497 0.1423 -0.177
C -2.4242 0.8940 -2.4354 0.353
C -3.1369 0.7423 -3.8298 0.584
C -2.1984 0.9389 -5.0621 0.467
O -2.9566 0.9644 -6.2610 -0.437
C -2.2312 0.5091 -7.3483 -0.715
N -3.7046 -0.5796 -3.7584 -0.029
H -3.1659 0.7252 -1.6547 -0.262
H -1.9562 1.8708 -2.3128 -0.055
H -1.5793 0.2223 -2.2834 -0.610
H -3.9001 1.5174 -3.8987 0.486
H -1.5750 0.0449 -5.0514 -0.676
H -1.3766 1.6536 -5.0193 0.411
H -2.1106 -0.5481 -7.5848 0.272
H -1.1838 0.8105 -7.3376 0.098
H -2.7063 1.1732 -8.0703 0.414
H -4.4800 -0.6313 -3.1133 -0.913
H -4.3293 -0.7266 -4.5383 0.389
C -4.9197 0.9540 3.6280 -0.940
C -5.8625 -0.2491 3.6204 0.853
C -5.1232 -1.5257 3.8029 0.319
O -4.1615 -1.4472 4.9442 -0.292
C -3.6409 -2.7694 5.1931 -0.507
N -6.8234 -0.0648 4.6501 -0.867
H -5.3844 1.8720 3.2681 0.386
H -4.0987 0.7997 2.9279 -0.197
H -4.4069 0.9810 4.5895 0.408
H -6.4840 -0.3172 2.7275 -0.258
H -4.6151 -1.7236 2.8591 -0.474
H -5.8553 -2.3274 3.8998 0.182
H -2.8511 -2.7322 5.9433 0.171
H -3.0621 -3.3010 4.4377 -0.049
H -4.3895 -3.5017 5.4955 0.466
H -6.3705 -0.4129 5.4830 0.384
H -6.7770 0.9424 4.7083 0.316
```

LUMO energy = 0.51 eV
E_tot = -4623.33868 Eh
Largest force on an atom = 0.0762 Eh/bohr
E_HOMO = -0.3162 Ha
Energy relative to the best compared isomer or geometry (same formula, charge and spin) = 9.425 eV
Frontier orbital gap = 9.11 eV

- The lowest largest force on an atom belongs to which entry?
  C23H34BN14Ru

- Which of these has the highest largest force on an atom?
  C64H176N16O16

- Which value of largest force on an atom does entry 2 give?
  0.0762 Eh/bohr